The following is a DFT calculation (the ωB97M-V functional and the def2-TZVPD basis) of a structure of composition C28H77N7O7 at a distorted geometry.

```
119
Properties=species:S:1:pos:R:3:forces:R:3
C -4.135960 -16.896870 15.486280 -1.9 -0.6 1.0
C -2.693250 -16.977690 15.226380 1.9 0.6 -0.6
C -2.284330 -17.943030 14.078010 0.1 -0.3 1.8
O -2.721640 -19.298330 14.407280 -0.5 2.4 -1.4
C -2.272250 -19.905990 15.599630 2.4 13.6 -1.8
N -2.180850 -15.592820 15.077210 -0.6 0.1 -0.8
H -4.357790 -16.179310 16.276210 0.1 0.3 -0.1
H -4.508870 -17.833180 15.901450 0.2 -0.2 -0.1
H -4.807910 -16.700040 14.650910 0.3 0.3 -0.4
H -2.191820 -17.284660 16.144220 -0.1 -0.6 -0.1
H -1.195010 -17.931400 14.041480 0.3 -0.1 0.0
H -2.612110 -17.609750 13.093330 -0.6 -0.3 0.0
H -1.201000 -20.075950 15.491760 -0.2 1.5 0.5
H -2.652170 -20.919820 15.473590 3.1 14.0 -5.5
H -2.575620 -19.418730 16.526260 0.1 0.3 0.3
H -2.786870 -15.156680 14.397050 -0.3 0.5 -0.1
H -1.285980 -15.511290 14.616060 0.5 -0.5 0.2
C 1.633430 -26.704270 14.478170 -1.6 0.9 -0.2
C 1.004920 -27.420410 15.656770 -0.8 -1.4 0.6
C -0.452510 -27.036710 16.159920 0.8 0.7 -1.7
O -0.670840 -27.402090 17.485170 -0.1 -0.6 -1.2
C -1.899180 -26.963640 18.022630 -0.3 -1.3 -1.1
N 1.122110 -28.859920 15.458110 0.4 -0.7 0.6
H 0.923020 -26.667950 13.652280 -0.2 -0.3 -0.3
H 2.538030 -27.160330 14.075920 0.0 0.1 0.6
H 1.713730 -25.645360 14.723870 0.7 0.1 0.0
H 1.626850 -27.284880 16.541610 -0.7 -0.1 -1.2
H -1.193310 -27.511100 15.516270 -0.2 -0.3 -0.4
H -0.568740 -25.962220 16.018230 -0.2 0.2 0.1
H -2.004480 -27.524050 18.951590 -0.3 -0.3 -0.7
H -2.773510 -27.241050 17.433830 0.0 0.2 -0.7
H -1.810860 -25.905900 18.270600 -1.1 -0.6 -1.1
H 0.490710 -29.333670 14.828040 -0.3 0.5 -0.3
H 0.946920 -29.251260 16.372580 0.0 -0.5 -0.1
C -5.324530 -24.102810 19.309270 1.2 1.7 -0.4
C -5.811780 -22.659040 18.884760 -0.2 -2.5 0.8
C -4.705890 -21.685520 18.535850 0.8 -1.8 2.9
O -3.703020 -21.523790 19.543390 -0.5 0.8 1.7
C -4.220790 -20.847740 20.702050 0.2 -0.7 0.0
N -6.710870 -22.857220 17.751180 2.5 -3.5 -0.6
H -6.080140 -24.828970 19.609050 -0.1 0.4 -0.1
H -4.526070 -24.008440 20.045240 -0.1 -0.2 0.5
H -4.801320 -24.436890 18.413310 -0.2 -0.5 -0.1
H -6.383850 -22.220520 19.702400 -0.4 -0.1 0.2
H -5.082810 -20.697460 18.271750 0.3 -1.4 1.5
H -4.122980 -22.186420 17.762930 -0.8 0.2 0.7
H -4.528170 -19.807520 20.594500 0.3 0.4 -0.8
H -3.466280 -20.887050 21.487710 0.1 -0.1 -0.1
H -5.128540 -21.312710 21.086640 0.1 -0.5 0.1
H -6.142880 -22.725000 16.926550 0.0 -1.2 0.1
H -7.123640 -21.936860 17.802600 0.6 -1.6 0.1
C -2.256120 -21.807390 15.446440 7.1 -17.6 -0.1
C -2.286150 -23.155250 16.051800 0.3 -3.6 0.7
C -1.968550 -23.274000 17.596870 0.4 3.1 -1.5
O -0.579160 -22.958850 17.848010 -1.8 -0.9 0.1
C 0.264240 -24.055010 17.625530 -2.7 -2.8 0.0
N -3.654590 -23.626570 15.861810 0.3 -1.4 -0.8
H -2.448560 -21.715140 14.377530 0.5 -0.9 -0.5
H -1.249630 -21.501230 15.731620 -0.1 -0.8 0.1
H -3.081000 -21.212800 15.839060 -5.2 -8.5 5.4
H -1.481760 -23.755110 15.626090 -0.1 -0.6 -0.7
H -2.330520 -24.188700 18.066330 0.1 0.1 -0.3
H -2.501810 -22.396360 17.962220 0.3 -0.5 0.9
H 0.320620 -24.411700 16.597090 0.0 0.4 -0.2
H 0.176210 -24.936330 18.260840 -0.8 0.4 -1.3
H 1.242530 -23.694830 17.943850 -5.8 -1.4 -1.0
H -3.887550 -23.251990 14.953240 -0.5 -0.1 -0.3
H -3.674060 -24.621390 15.688400 -0.1 -0.4 0.4
C -8.878010 -19.775620 16.151520 0.4 1.7 0.1
C -7.590930 -20.483380 16.576130 -1.6 -0.2 -0.7
C -6.338060 -19.616340 16.456910 -0.1 0.9 0.5
O -5.113570 -20.192120 16.861650 -1.8 2.4 -3.2
C -4.640830 -21.228320 16.086510 -1.8 1.1 -1.4
N -7.815950 -20.974820 17.945730 -2.8 5.9 0.7
H -9.787270 -20.210760 16.566250 0.2 -0.3 -0.1
H -9.036840 -19.545220 15.098050 0.3 -0.4 -0.2
H -8.752160 -18.798350 16.617580 -0.6 0.4 0.1
H -7.501570 -21.304700 15.865110 0.3 -0.6 0.5
H -6.412350 -18.746130 17.109080 -0.4 0.1 0.3
H -6.231380 -19.154660 15.475300 -0.3 -0.4 -0.5
H -4.522070 -20.908230 15.051360 0.1 0.5 -0.4
H -5.228740 -22.141830 15.997310 0.2 0.6 0.4
H -3.672850 -21.501330 16.506740 -3.3 -0.5 1.8
H -8.675260 -21.483430 18.097420 -0.2 0.1 -0.4
H -7.780910 -20.239290 18.637000 0.0 0.5 -0.1
C 2.461380 -28.606480 18.350450 -1.0 0.0 0.6
C 2.545780 -27.041330 18.476460 0.9 -4.2 -0.7
C 1.617310 -26.414960 19.546920 1.1 -2.2 0.2
O 0.314310 -26.974970 19.530950 0.6 1.3 0.9
C -0.654560 -25.995650 19.850760 0.0 0.3 3.2
N 3.996530 -26.882220 18.652320 -3.1 -6.4 -4.6
H 2.848230 -29.095400 19.244540 0.0 0.2 0.2
H 3.072680 -28.978550 17.528270 0.0 0.3 -0.1
H 1.449860 -28.980750 18.192800 -0.2 0.1 0.1
H 2.265640 -26.766190 17.459640 0.1 1.1 1.1
H 1.765510 -25.352360 19.354520 -2.5 -4.4 1.4
H 2.052490 -26.612130 20.526640 0.2 -0.2 0.4
H -0.536570 -25.547010 20.837120 0.8 0.0 0.6
H -1.624410 -26.488120 19.921250 0.9 0.8 0.8
H -0.654750 -25.142970 19.171760 -0.7 -0.6 1.0
H 4.180330 -25.924960 18.916820 0.3 -3.2 -3.5
H 4.522990 -27.235270 17.866000 -0.4 -0.5 -0.6
C 5.196840 -23.997710 17.994840 -0.5 0.2 0.2
C 4.066630 -24.169290 19.054400 0.8 2.7 -1.2
C 2.615530 -24.255860 18.431200 4.6 1.4 0.2
O 2.167570 -23.097860 17.703080 9.4 5.3 1.7
C 2.082950 -21.908890 18.589910 1.0 0.7 -1.0
N 4.454780 -25.367580 19.791270 2.2 10.6 10.1
H 6.149100 -23.810860 18.491210 0.0 -0.1 0.2
H 5.068380 -23.147370 17.325120 -0.4 -0.1 0.0
H 5.290450 -24.917870 17.418090 0.0 0.1 -0.1
H 4.091630 -23.283650 19.689310 -0.1 0.2 0.0
H 1.935570 -24.437440 19.263530 1.0 3.9 -0.8
H 2.596580 -25.112570 17.757560 -0.3 0.7 -0.1
H 1.172570 -21.370620 18.326120 0.1 -0.3 0.0
H 2.961850 -21.292000 18.402590 -0.1 0.2 -0.5
H 2.169120 -22.011010 19.671680 -0.5 -1.1 0.0
H 5.359280 -25.244120 20.223390 0.6 0.2 -0.3
H 3.850950 -25.439060 20.597730 -0.4 -0.6 0.1
```
Positions in Å, forces in eV/Å.

As for the lowest unoccupied orbital energy: 0.019 hartree. For the gap between HOMO and LUMO, the calculation gives 6.734 eV. The HOMO energy is -6.22 eV. For the relative energy (zero: lowest compared OMol25 entry of this formula, charge and spin), the calculation gives 861.3 kcal per mole.


The following is a DFT calculation (the ωB97M-V functional and the def2-TZVPD basis) of the molecule C2H7NS at a distorted geometry.

```
11
Properties=species:S:1:pos:R:3:forces:R:3
C 0.391048 0.283609 -0.327001 -3.3 0.1 -1.7
C -0.662664 -0.276291 0.745800 0.2 2.8 -1.2
S -0.003571 -0.151612 2.426290 0.0 -6.3 -0.4
N 0.148516 -0.412162 -1.641895 1.4 -0.6 -2.2
H -0.010351 1.276147 -0.573024 0.9 0.2 0.4
H 1.391824 0.285811 0.010906 1.0 0.0 0.5
H -1.650557 0.314767 0.750853 1.5 -1.0 -0.5
H -0.833976 -1.255759 0.329847 -0.3 -0.8 1.1
H 0.099585 1.010231 2.755792 0.0 4.9 0.3
H 0.361594 0.129742 -2.528816 -0.7 0.3 1.9
H 0.768547 -1.204478 -1.948749 -0.6 0.5 1.7
```
Positions in Å, forces in eV/Å.

As for the lowest unoccupied orbital energy: 0.039 hartree. For the gap between HOMO and LUMO, the calculation gives 10.061 eV. The HOMO energy is -9.01 eV. For the relative energy (zero: lowest compared OMol25 entry of this formula, charge and spin), the calculation gives 29.6 kcal per mole.


The following is a DFT calculation (the ωB97M-V functional and the def2-TZVPD basis) of the molecule C27H52ClO5P at a distorted geometry.

```
86
Properties=species:S:1:pos:R:3:forces:R:3
C 6.872663 -3.661607 2.092415 0.4 0.8 -0.3
C 7.949298 -3.737071 0.978400 -0.7 -0.4 -0.2
C 7.397977 -3.528196 -0.451454 0.6 0.4 -0.3
C 7.398835 -2.053890 -0.905252 -0.3 0.0 1.2
C 6.410018 -1.231212 -0.034029 -0.2 0.0 -1.2
C 5.642546 -0.136492 -0.821327 -0.9 -0.3 1.4
C 4.166643 -0.166366 -0.364651 -0.2 0.7 -1.0
C 3.343423 1.035029 -0.916643 0.0 -1.2 0.4
C 1.860198 0.602345 -1.031664 0.3 0.7 0.9
C 0.853263 1.642736 -0.528581 -1.0 0.3 -1.0
C -0.429511 0.948472 -0.026474 0.3 -0.3 -0.4
C -0.327428 0.386072 1.395113 -0.5 -0.6 0.5
C -1.690707 0.306113 2.150243 0.7 0.2 -0.8
C -2.910804 0.065206 1.252485 -0.5 0.4 1.1
C -4.157338 -0.094543 2.171388 0.4 -0.7 -0.2
C -4.362120 -1.570424 2.565274 0.0 -0.1 -0.6
C -4.788189 -2.392982 1.307424 -0.3 0.6 0.6
C -6.215896 -2.989166 1.429987 0.9 0.6 -0.8
C -6.889706 -3.053701 0.031538 0.3 -1.2 1.0
C -6.627336 -4.422229 -0.635856 0.2 0.7 -0.3
O -5.655962 -4.257174 -1.678830 -0.7 -0.4 -0.1
C -5.917476 -5.186163 -2.723908 0.4 0.5 0.1
O 1.323765 2.521726 0.509166 -0.1 -0.5 0.6
C 0.352999 3.529163 0.520304 2.1 -0.5 -3.2
O -0.302333 3.779684 1.436330 -1.6 0.9 2.8
C 0.389845 4.067413 -0.916443 -0.4 -0.3 0.6
C -0.695230 5.032634 -1.399064 0.1 -0.1 -0.6
O -0.613109 6.314334 -0.820877 -0.4 -0.2 0.2
C -1.324486 6.446932 0.411699 -0.2 0.0 0.2
C -2.132472 7.754940 0.495390 0.5 -0.3 0.8
C 0.596550 2.703909 -1.668951 0.2 1.5 0.2
P -0.478698 2.188911 -3.065547 0.4 -1.5 -0.6
O -0.275974 3.407674 -4.154658 -0.2 0.1 0.6
Cl -2.485721 2.276599 -2.428892 0.4 0.5 0.0
H 6.888996 -2.654969 2.520449 -0.2 -0.1 0.1
H 7.057448 -4.370030 2.898524 -0.1 0.0 -0.1
H 5.873307 -3.794850 1.674471 0.0 -0.3 0.2
H 8.380029 -4.741149 1.006929 0.2 0.2 0.0
H 8.729832 -2.992231 1.153602 0.1 -0.2 0.1
H 6.384673 -3.938416 -0.522705 0.1 0.0 -0.1
H 8.037299 -4.072162 -1.157107 -0.2 -0.1 0.1
H 7.140703 -1.959813 -1.962569 0.0 -0.1 0.1
H 8.405583 -1.645961 -0.760276 0.0 -0.1 -0.3
H 5.649980 -1.929131 0.328287 0.1 0.0 0.1
H 6.893440 -0.801006 0.846002 0.0 -0.1 -0.1
H 6.001190 0.864211 -0.564133 0.3 -0.1 -0.5
H 5.630496 -0.315643 -1.897745 0.4 0.2 0.0
H 4.075811 -0.175667 0.725891 0.1 -0.1 -0.1
H 3.679153 -1.069668 -0.749556 0.3 -0.1 0.2
H 3.495642 1.862458 -0.221512 -0.2 0.2 -0.3
H 3.696978 1.298102 -1.916867 0.2 0.2 0.2
H 1.657515 -0.319789 -0.480012 0.3 0.0 0.0
H 1.641297 0.389012 -2.081793 -0.2 0.0 0.1
H -1.304119 1.581554 -0.181926 0.2 0.2 0.4
H -0.588795 0.091291 -0.694868 -0.2 0.2 -0.1
H 0.366613 0.925926 2.040708 0.0 0.2 -0.3
H 0.049324 -0.643084 1.341905 0.1 0.1 -0.1
H -1.611315 -0.524942 2.858163 -0.1 0.2 0.1
H -1.796163 1.235996 2.716583 -0.3 -0.1 0.0
H -3.129603 0.919157 0.607206 0.4 -0.1 -0.1
H -2.743510 -0.823580 0.637175 -0.1 0.1 -0.1
H -3.990528 0.516318 3.063756 -0.2 0.1 -0.1
H -5.056153 0.256754 1.655215 0.0 0.1 0.1
H -3.422012 -1.951451 2.977500 -0.2 0.0 0.1
H -5.143118 -1.669127 3.324496 0.2 0.0 0.1
H -4.806813 -1.678081 0.479764 0.1 -0.2 -0.1
H -4.046717 -3.149660 1.039361 -0.2 -0.1 0.1
H -6.818319 -2.366406 2.095875 0.1 0.0 0.0
H -6.102634 -3.983242 1.870475 -0.5 0.0 0.1
H -7.959494 -2.890081 0.179866 0.0 -0.1 -0.3
H -6.480468 -2.298213 -0.638853 -0.2 0.1 0.1
H -6.205417 -5.143636 0.074389 -0.3 0.0 0.0
H -7.562542 -4.808660 -1.058247 0.1 -0.1 0.0
H -6.895564 -4.967219 -3.169612 0.0 -0.2 0.0
H -5.147762 -5.026398 -3.481495 -0.1 -0.1 0.1
H -5.872883 -6.218955 -2.357536 -0.1 0.0 -0.1
H 1.329484 4.631085 -0.936249 -0.1 -0.1 -0.2
H -1.702913 4.608572 -1.332204 0.1 0.1 0.3
H -0.520403 5.181653 -2.471035 0.0 0.0 0.1
H -2.022238 5.617078 0.563748 0.2 -0.1 -0.3
H -0.598299 6.349451 1.224350 -0.1 0.2 0.0
H -3.121268 7.516818 0.891488 -0.1 0.2 -0.3
H -1.669678 8.393021 1.253067 0.0 0.3 -0.3
H -2.205644 8.285371 -0.451879 0.0 -0.1 0.0
H 1.601958 2.826672 -2.094726 -0.3 -0.3 -0.6
H -0.419913 3.044045 -5.040396 0.0 0.1 0.2
```
Positions in Å, forces in eV/Å.

As for the lowest unoccupied orbital energy: 0.016 hartree. For the gap between HOMO and LUMO, the calculation gives 9.533 eV. The HOMO energy is -9.09 eV.


The following is a DFT calculation (the ωB97M-V functional and the def2-TZVPD basis) of a cluster of 2 separate species, C3H6INOS in total at a distorted geometry.

```
13
Properties=species:S:1:pos:R:3:forces:R:3
C 1.503399 0.670943 1.252662 1.1 0.9 -1.1
C 0.724437 -1.130085 -0.068918 -1.3 -0.9 -0.7
C 0.989781 1.262327 -0.986023 -1.1 -1.6 -1.2
N 1.012098 0.288180 0.127409 -0.1 0.2 2.2
O 1.846546 1.424634 2.046489 -0.3 -0.8 0.1
S 3.899720 -1.514852 0.675187 -0.3 0.5 0.3
I 5.269908 0.159615 -0.349503 -0.2 0.0 0.0
H 0.454900 -1.077496 -1.143013 -0.4 -0.9 0.7
H 1.702598 -1.716812 -0.039470 -1.2 0.6 0.6
H -0.196212 -1.440798 0.621937 2.2 0.4 -1.6
H 0.523666 2.216153 -0.805712 -0.8 -0.1 0.5
H 1.995485 1.492956 -1.159021 1.6 0.1 -1.0
H 0.492430 0.646494 -1.828721 1.0 1.6 1.2
```
Positions in Å, forces in eV/Å.

As for the lowest unoccupied orbital energy (spin up / spin down): -0.057 / -0.057 hartree. For the gap between HOMO and LUMO (spin up / spin down), the calculation gives 5.545 / 5.543 eV. The HOMO energy (spin up / spin down) is -7.08 / -7.08 eV. For the relative energy (zero: lowest compared OMol25 entry of this formula, charge and spin), the calculation gives 73.8 kcal per mole.